Record 1
Below is C14H19N3O4 as an isolated structure, with properties calculated with the ωB97M-V functional and the def2-TZVPD basis.

Geometry (Å):
1 C 1.2879 -0.4278 0.6242
2 C -0.1688 0.2606 0.6047
3 C 2.1155 -0.1608 -0.5437
4 C 3.6542 0.0435 -0.1802
5 C 4.4138 -1.1946 -0.0027
6 C 4.3567 1.2850 -0.3323
7 C 5.7449 -1.2138 0.0616
8 C 5.7051 1.1840 -0.0590
9 C 6.4585 0.0335 -0.0337
10 C -2.1419 1.1490 -0.6317
11 C -2.7002 2.2201 0.2371
12 C -3.0053 -0.1488 -0.4259
13 C -4.6028 0.1135 -0.5407
14 C -5.2379 -1.3447 -0.2486
15 H 0.6494 -2.3461 0.6262
16 H 1.3083 -1.8811 2.2049
17 H 1.6054 0.2870 1.4616
18 H 1.9388 -0.7662 -1.4527
19 H 2.0893 0.8874 -0.8517
20 H 3.5701 -2.0553 -0.0550
21 H 3.7364 2.2079 -0.5176
22 H 6.2125 -2.2077 0.0073
23 H 6.3209 2.1490 0.1586
24 H 7.5143 0.0764 -0.4830
25 H -0.1745 0.7902 -1.3751
26 H -2.1672 1.6761 -1.6268
27 H -2.7970 -0.8354 -1.3674
28 H -2.9337 -0.6277 0.5457
29 H -5.1249 0.7464 0.2379
30 H -4.9175 0.4691 -1.4540
31 H -6.9080 -2.3079 0.4159
32 H -6.9673 -0.4141 -0.0798
33 H -1.5356 1.4621 1.6464
34 N 1.2942 -1.7884 1.0580
35 N -0.7534 0.8548 -0.4733
36 N -6.4750 -1.4849 0.6089
37 O -0.8721 0.5088 1.6810
38 O -3.6439 2.9493 -0.3102
39 O -4.4776 -2.2944 -0.5678
40 O -2.3714 2.1463 1.4329

Cartesian forces (eV/Å) of the 2 atoms listed first:
C -2.532 2.285 2.799
C -2.892 2.174 0.785

The multiplicity is 1. For the energy above the lowest of the compared OMol25 structures with the same formula, charge and spin, the calculation gives 766.7 kJ/mol. The value obtained for the LUMO energy is 0.1 eV. The value obtained for the orbital gap is 9.3 eV.

Here are the natural (NBO) charges for atoms 1 to 6, given in e: number 1, C, carries -0.12; number 2, C, carries 0.71; number 3, C, carries -0.48; number 4, C, carries 0.02; number 5, C, carries -0.22; number 6, C, carries -0.25

Record 2
Below is a 8-piece molecular cluster, C36H96B2F8N6O12 overall, with properties calculated with the ωB97M-V functional and the def2-TZVPD basis.

Geometry (Å):
1 C -2.3565 -2.2431 -0.6829
2 O -1.8936 -1.6522 0.4961
3 C -2.6496 -0.5250 0.8990
4 C -1.8115 0.2908 1.8703
5 N -0.3753 0.2832 1.4693
6 H 0.2083 0.3984 2.3061
7 H -0.1130 -0.6788 1.1891
8 C -0.0696 1.1560 0.3198
9 C 1.1864 0.8773 -0.4313
10 O 1.3782 -0.4841 -0.7478
11 C 2.5499 -0.7834 -1.4437
12 H -2.6769 -1.5103 -1.4373
13 H -3.2140 -2.8932 -0.4588
14 H -1.6071 -2.8943 -1.1341
15 H -3.5495 -0.8595 1.4240
16 H -2.9278 0.0789 0.0288
17 H -1.8002 -0.1710 2.8523
18 H -2.1546 1.3224 1.7995
19 H -0.1677 2.2191 0.5243
20 H -0.8785 0.9327 -0.3858
21 H 2.0567 1.0800 0.2160
22 H 1.1419 1.5757 -1.2735
23 H 2.5636 -0.3963 -2.4761
24 H 2.7047 -1.8568 -1.5092
25 H 3.3996 -0.2963 -0.9449
26 C 3.9603 -3.6229 -3.8845
27 O 3.0502 -3.2078 -4.8920
28 C 3.7605 -2.7054 -5.9938
29 C 2.9234 -2.7378 -7.2469
30 N 1.9648 -3.9399 -7.1767
31 H 1.5058 -3.9800 -6.2635
32 H 1.2312 -3.7268 -7.8522
33 C 2.5786 -5.3000 -7.3830
34 C 3.1648 -5.4993 -8.7673
35 O 4.2805 -4.6843 -8.9466
36 C 5.1088 -5.0698 -10.0504
37 H 4.3054 -2.7684 -3.2891
38 H 4.8368 -4.1428 -4.2730
39 H 3.5106 -4.2737 -3.1349
40 H 4.6864 -3.2559 -6.2154
41 H 4.1655 -1.6956 -5.8428
42 H 3.4012 -2.9200 -8.2044
43 H 2.2291 -1.8984 -7.3297
44 H 1.7341 -5.9865 -7.3150
45 H 3.3094 -5.4713 -6.5976
46 H 2.3698 -5.2195 -9.4814
47 H 3.3669 -6.5674 -8.8936
48 H 5.5467 -6.0455 -9.8200
49 H 5.9464 -4.3779 -10.0583
50 H 4.5896 -5.0813 -11.0067
51 C -1.7874 0.1742 6.0446
52 O -2.5388 1.0934 6.8093
53 C -3.8764 0.6847 7.0223
54 C -4.4360 1.6966 7.9950
55 N -3.5423 1.8641 9.1847
56 H -2.8823 1.0741 9.2351
57 H -2.9446 2.6873 9.1366
58 C -4.2654 1.8571 10.5089
59 C -4.5460 0.4237 10.9126
60 O -3.3632 -0.3453 10.8725
61 C -2.4683 -0.1577 11.9525
62 H -0.8208 0.5984 5.7741
63 H -2.1897 -0.1177 5.0708
64 H -1.5841 -0.7058 6.6617
65 H -3.9046 -0.3314 7.4332
66 H -4.4351 0.7544 6.0857
67 H -5.4156 1.4264 8.3846
68 H -4.5534 2.6742 7.5311
69 H -5.1737 2.4435 10.4036
70 H -3.5605 2.2722 11.2256
71 H -5.2196 -0.0853 10.2191
72 H -5.0468 0.4266 11.8854
73 H -2.2528 0.9057 12.1412
74 H -1.5189 -0.6017 11.6673
75 H -2.7966 -0.5328 12.9242
76 C -5.2549 -3.5132 -2.5681
77 O -5.5651 -2.3192 -3.2912
78 C -5.9328 -2.5426 -4.6541
79 C -5.4254 -1.3193 -5.3985
80 N -4.0060 -1.0718 -5.0109
81 H -3.9469 -1.1896 -3.9904
82 H -3.4147 -1.7851 -5.4389
83 C -3.5027 0.2645 -5.4796
84 C -2.0378 0.4487 -5.1147
85 O -1.7828 -0.1354 -3.8706
86 C -0.5231 -0.7362 -3.6794
87 H -6.1367 -4.1557 -2.5699
88 H -5.1643 -3.2019 -1.5263
89 H -4.3143 -3.9804 -2.8605
90 H -7.0215 -2.4479 -4.6806
91 H -5.5675 -3.5151 -4.9830
92 H -6.0247 -0.4921 -5.0216
93 H -5.5025 -1.3576 -6.4815
94 H -4.1196 0.9968 -4.9633
95 H -3.6648 0.2655 -6.5538
96 H -1.7835 1.5124 -5.1501
97 H -1.3908 -0.0271 -5.8684
98 H 0.2406 0.0281 -3.5184
99 H -0.2302 -1.4152 -4.4935
100 H -0.5333 -1.3806 -2.8019
101 C -3.4725 6.3158 -4.2665
102 O -2.7759 6.2758 -3.0271
103 C -3.1087 7.3401 -2.1853
104 C -2.3389 7.2682 -0.8883
105 N -0.8685 7.0200 -1.0543
106 H -0.4675 7.6234 -1.7728
107 H -0.4431 7.2318 -0.1513
108 C -0.5103 5.5978 -1.5098
109 C 0.7656 5.1978 -0.7835
110 O 1.5370 4.2194 -1.4911
111 C 2.2840 4.6063 -2.6088
112 H -3.5445 7.3328 -4.6498
113 H -4.4605 5.8649 -4.1323
114 H -2.9401 5.6615 -4.9546
115 H -4.1710 7.3255 -1.9148
116 H -2.9037 8.3065 -2.6679
117 H -2.6996 6.4430 -0.2692
118 H -2.5332 8.1741 -0.3168
119 H -0.4198 5.6278 -2.5887
120 H -1.3563 4.9854 -1.2159
121 H 0.4517 4.6387 0.0997
122 H 1.4772 5.9873 -0.5175
123 H 2.5272 3.6907 -3.1461
124 H 3.2178 5.1291 -2.3666
125 H 1.7773 5.2787 -3.3162
126 C 4.2945 1.5710 3.4455
127 O 4.5278 0.6226 2.4219
128 C 5.8743 0.2934 2.1438
129 C 6.5249 -0.4009 3.3132
130 N 5.7034 -1.5486 3.8233
131 H 6.2424 -2.1709 4.4423
132 H 4.9064 -1.1827 4.3520
133 C 5.1778 -2.4704 2.7907
134 C 4.6068 -3.6571 3.5003
135 O 5.6286 -4.0728 4.3995
136 C 5.1304 -4.9454 5.4096
137 H 3.2571 1.8764 3.3742
138 H 4.9028 2.4751 3.2927
139 H 4.5837 1.2175 4.4413
140 H 6.4306 1.1776 1.8182
141 H 5.8037 -0.3773 1.2864
142 H 6.6611 0.2756 4.1560
143 H 7.4956 -0.8363 3.0773
144 H 6.0295 -2.7537 2.1652
145 H 4.4521 -2.0657 2.0877
146 H 4.3134 -4.5178 2.8911
147 H 3.6598 -3.3827 3.9777
148 H 5.9554 -5.5029 5.8442
149 H 4.3463 -5.6356 5.0915
150 H 4.6788 -4.3572 6.2192
151 B 0.8191 -2.0118 3.2945
152 F -0.2537 -2.8253 2.9580
153 F 0.3686 -0.8263 3.9324
154 F 1.6843 -2.7162 4.1504
155 F 1.5244 -1.6570 2.1084
156 B -1.8332 4.2805 1.1891
157 F -0.5888 3.8687 1.7223
158 F -2.6761 4.7348 2.1900
159 F -1.6010 5.3076 0.2159
160 F -2.3973 3.1706 0.5067

Cartesian forces (eV/Å) of the 2 atoms listed first:
C -0.771 -0.673 -0.133
O 0.464 0.422 -0.274

The multiplicity is 1. As for the net charge: +4. For the energy above the lowest of the compared OMol25 structures with the same formula, charge and spin, the calculation gives 326.7 kJ/mol. The value obtained for the LUMO energy is -7.7 eV. The value obtained for the orbital gap is 8.7 eV.

Here are the Löwdin charges for atoms 1 to 6, given in e: number 1, C, carries -0.10; number 2, O, carries -0.17; number 3, C, carries -0.17; number 4, C, carries -0.06; number 5, N, carries 0.08; number 6, H, carries 0.16

Question: Number 2 is which compound?
Answer: C36H96B2F8N6O12

Question: Which formula does entry 2 have?
Answer: C36H96B2F8N6O12

Copy entry 1 word for word.
Below is C14H19N3O4 as an isolated structure, with properties calculated with the ωB97M-V functional and the def2-TZVPD basis.

Geometry (Å):
1 C 1.2879 -0.4278 0.6242
2 C -0.1688 0.2606 0.6047
3 C 2.1155 -0.1608 -0.5437
4 C 3.6542 0.0435 -0.1802
5 C 4.4138 -1.1946 -0.0027
6 C 4.3567 1.2850 -0.3323
7 C 5.7449 -1.2138 0.0616
8 C 5.7051 1.1840 -0.0590
9 C 6.4585 0.0335 -0.0337
10 C -2.1419 1.1490 -0.6317
11 C -2.7002 2.2201 0.2371
12 C -3.0053 -0.1488 -0.4259
13 C -4.6028 0.1135 -0.5407
14 C -5.2379 -1.3447 -0.2486
15 H 0.6494 -2.3461 0.6262
16 H 1.3083 -1.8811 2.2049
17 H 1.6054 0.2870 1.4616
18 H 1.9388 -0.7662 -1.4527
19 H 2.0893 0.8874 -0.8517
20 H 3.5701 -2.0553 -0.0550
21 H 3.7364 2.2079 -0.5176
22 H 6.2125 -2.2077 0.0073
23 H 6.3209 2.1490 0.1586
24 H 7.5143 0.0764 -0.4830
25 H -0.1745 0.7902 -1.3751
26 H -2.1672 1.6761 -1.6268
27 H -2.7970 -0.8354 -1.3674
28 H -2.9337 -0.6277 0.5457
29 H -5.1249 0.7464 0.2379
30 H -4.9175 0.4691 -1.4540
31 H -6.9080 -2.3079 0.4159
32 H -6.9673 -0.4141 -0.0798
33 H -1.5356 1.4621 1.6464
34 N 1.2942 -1.7884 1.0580
35 N -0.7534 0.8548 -0.4733
36 N -6.4750 -1.4849 0.6089
37 O -0.8721 0.5088 1.6810
38 O -3.6439 2.9493 -0.3102
39 O -4.4776 -2.2944 -0.5678
40 O -2.3714 2.1463 1.4329

Cartesian forces (eV/Å) of the 2 atoms listed first:
C -2.532 2.285 2.799
C -2.892 2.174 0.785

The multiplicity is 1. For the energy above the lowest of the compared OMol25 structures with the same formula, charge and spin, the calculation gives 766.7 kJ/mol. The value obtained for the LUMO energy is 0.1 eV. The value obtained for the orbital gap is 9.3 eV.

Here are the natural (NBO) charges for atoms 1 to 6, given in e: number 1, C, carries -0.12; number 2, C, carries 0.71; number 3, C, carries -0.48; number 4, C, carries 0.02; number 5, C, carries -0.22; number 6, C, carries -0.25